--- one ---
# C30H37BBr2N3O6PS2SeTi

A molecular structure, C30H37BBr2N3O6PS2SeTi (ωB97M-V with the def2-TZVPD basis set, the Open Molecules 2025 dataset).

As for the expectation value of S²: 0.757. Its LUMO energy (spin up / spin down) is 2.19 / 2.21 eV. As for the total charge: -1. Its frontier orbital gap (spin up / spin down) is 0.226 / 0.228 Ha. The HOMO energy (spin up / spin down) is -0.1453 / -0.1465 hartree. As for the spin multiplicity: 2.

XYZ file:
```
84
Properties=species:S:1:pos:R:3:mulliken_charge:R:1
Ti -0.12568 -0.87840 -0.05251 0.0473
C 1.58507 -3.33206 3.52808 -1.7817
C 0.99534 -2.96632 2.18493 0.7454
S -0.41884 -1.90931 2.24089 -0.5118
C 1.52434 -3.39586 1.02851 0.1002
C 2.76682 -4.24315 0.95997 -1.5578
S 0.87911 -2.97545 -0.57150 -0.0274
H 0.89617 -3.05277 4.32383 0.3744
H 2.52672 -2.80357 3.70495 0.2775
H 1.78712 -4.40185 3.61673 0.4260
H 2.97969 -4.74831 1.90205 0.3804
H 3.63311 -3.62622 0.70237 0.2205
H 2.66882 -4.99670 0.17569 0.2691
Br 0.63844 2.57740 -3.60910 -0.2357
C -1.00142 1.98509 -2.88604 0.3082
C -2.15969 2.75091 -3.09578 -0.4634
C -3.35688 2.37576 -2.55959 0.0343
Br -4.89208 3.45465 -2.86676 -0.2582
C -3.45800 1.20438 -1.77054 0.7201
C -4.63683 0.69219 -1.19431 -0.8163
C -4.59141 -0.44729 -0.44305 -0.9823
C -3.35131 -1.06190 -0.20777 -0.6523
N -2.24352 -0.61029 -0.72785 1.0746
C -2.28184 0.46823 -1.54373 -0.5421
C -1.00636 0.83993 -2.10950 0.4326
O 0.01953 0.10432 -1.86069 -0.4426
H -2.09167 3.65139 -3.69124 0.4381
H -5.57328 1.20985 -1.35592 0.3234
H -5.48426 -0.86272 0.00246 0.4745
H -3.26047 -1.93040 0.43471 0.5168
C -2.72991 0.20236 4.28823 -1.1171
C -3.14131 0.07724 2.83530 0.0053
O -2.70440 1.17373 2.02962 -0.3798
P -1.17800 1.32322 1.47185 0.4108
O -0.45967 1.89360 2.80775 -0.0790
C 0.91038 1.58685 3.12721 0.8976
C 1.05878 1.55037 4.63117 -1.5781
O -1.44105 2.64002 0.58112 0.0273
C -2.43987 3.63587 0.80471 -0.2637
C -2.14379 4.49206 2.01929 -1.2725
H -3.31651 -0.49285 4.89128 0.4423
H -2.90307 1.21641 4.64957 0.2971
H -1.67885 -0.04709 4.40863 0.0127
H -4.23011 0.08135 2.74104 0.3765
H -2.76487 -0.86261 2.42387 -0.1087
H 1.53996 2.36453 2.69175 0.0088
H 1.17844 0.62667 2.68221 -0.3113
H 0.67943 2.47076 5.07704 0.3056
H 2.11331 1.44845 4.89186 0.4236
H 0.51879 0.70600 5.05742 0.2822
H -3.41555 3.15348 0.89622 0.2174
H -2.44070 4.23749 -0.10587 0.3720
H -2.17298 3.89497 2.92954 0.1892
H -2.88483 5.29053 2.09614 0.4557
H -1.15375 4.94038 1.93614 0.2820
O 1.59470 1.94087 0.23207 0.7310
B 1.77205 0.52149 0.22192 0.4647
O 3.14340 0.28206 -0.04569 -0.5596
C 3.73557 1.49128 -0.24592 1.1789
C 5.04389 1.77131 -0.56936 -1.1034
C 5.38411 3.11537 -0.73561 -0.4780
C 4.43984 4.12250 -0.57997 -0.6939
C 3.11560 3.82836 -0.24880 -0.8943
C 2.79118 2.50074 -0.08645 -0.0329
H 5.76906 0.97854 -0.69284 0.4700
H 6.40188 3.37641 -0.99536 0.3765
H 4.73443 5.15423 -0.72237 0.4020
H 2.36831 4.60133 -0.13358 0.5190
C -0.53740 -5.39320 -3.12245 -0.9405
N 0.38353 -4.39815 -3.62220 0.3390
C 1.75489 -4.52979 -3.63587 -0.4790
C 2.26229 -3.33915 -4.00503 -0.4986
N 1.19807 -2.48912 -4.20821 0.3579
C 1.30578 -1.07989 -4.53538 -0.9318
C 0.03608 -3.13461 -3.96208 -0.2516
Se -1.66391 -2.44196 -4.10849 -0.3463
H -0.19432 -6.38182 -3.42633 0.3358
H -1.51971 -5.18971 -3.54271 0.3188
H -0.58824 -5.32597 -2.03432 0.2830
H 2.24027 -5.44347 -3.34916 0.4594
H 3.27845 -3.00898 -4.11012 0.4066
H 2.27833 -0.90661 -4.99231 0.3291
H 1.19315 -0.47923 -3.63325 0.0699
H 0.51211 -0.81819 -5.23249 0.3805
```

***

--- two ---
# C30H37BBr2N3O6PS2SeTi

A molecular structure, C30H37BBr2N3O6PS2SeTi (ωB97M-V with the def2-TZVPD basis set, the Open Molecules 2025 dataset).

As for the expectation value of S²: 0.801. Its LUMO energy (spin up / spin down) is 2.42 / 2.42 eV. As for the total charge: -1. Its frontier orbital gap (spin up / spin down) is 0.178 / 0.228 Ha. The HOMO energy (spin up / spin down) is -0.0885 / -0.1392 hartree. As for the spin multiplicity: 2.

XYZ file:
```
84
Properties=species:S:1:pos:R:3:mulliken_charge:R:1
Ti -0.20847 -0.18938 0.03218 -0.4765
C -1.92469 0.48584 4.44417 -1.7745
C -1.69064 0.52540 2.94138 1.2362
S -0.11135 -0.04868 2.43226 -0.7067
C -2.64873 0.95808 2.11355 0.6587
C -4.00361 1.42858 2.58310 -1.9158
S -2.48096 0.96842 0.35647 -0.6675
H -1.07587 0.01783 4.93990 0.4694
H -2.82183 -0.09188 4.68651 0.3502
H -2.04843 1.49199 4.86013 0.2789
H -3.99475 1.69972 3.64038 0.4580
H -4.76008 0.64653 2.43744 0.2458
H -4.32620 2.30114 2.00858 0.3647
Br 0.52385 -5.04261 0.90168 -0.2362
C 1.83868 -3.68938 0.68412 0.3116
C 3.18157 -4.00693 0.85252 -0.5992
C 4.12814 -3.01873 0.67252 0.3530
Br 5.96241 -3.50555 0.88894 -0.3048
C 3.80072 -1.69726 0.32184 0.9595
C 4.72495 -0.63125 0.08317 -1.9291
C 4.20479 0.59267 -0.35995 -1.2389
C 2.85710 0.77595 -0.53836 -0.8126
N 1.91593 -0.19169 -0.26070 0.8429
C 2.41891 -1.41587 0.16162 -0.3233
C 1.43189 -2.40167 0.35185 -0.4391
O 0.16659 -2.05796 0.11939 0.3048
H 3.47748 -5.01163 1.12040 0.4214
H 5.78648 -0.77713 0.21776 0.2766
H 4.87536 1.41143 -0.60202 0.4656
H 2.49780 1.69322 -0.97976 1.2057
C 3.17561 5.63037 0.22765 -1.3905
C 2.74857 4.27450 0.73751 0.1026
O 1.60314 3.85351 -0.00593 -0.3497
P 0.68178 2.61971 0.63450 0.0739
O -0.59473 3.52069 1.09200 -0.1883
C -0.65408 4.00924 2.43243 0.0219
C -0.97530 5.48617 2.40496 -1.3513
O 0.10013 2.03460 -0.79420 -0.0141
C -0.59423 2.87230 -1.75211 -0.4267
C 0.32840 3.19716 -2.90284 -1.0708
H 4.03688 5.99734 0.79473 0.4126
H 2.35529 6.34640 0.32520 0.2871
H 3.44981 5.56463 -0.82855 0.3027
H 2.52135 4.32822 1.80778 0.2977
H 3.55540 3.54686 0.61409 0.1243
H 0.29412 3.82979 2.95204 0.4277
H -1.42810 3.45211 2.95790 0.0800
H -0.22325 6.03190 1.82786 0.2587
H -1.00303 5.88625 3.42317 0.4115
H -1.94935 5.64484 1.93555 0.2916
H -0.94494 3.76665 -1.25247 0.2720
H -1.45321 2.30069 -2.08333 0.4491
H 1.20973 3.73276 -2.54448 0.1573
H -0.20745 3.83443 -3.61539 0.4496
H 0.64315 2.28700 -3.41440 0.0949
O -2.58229 -1.82610 1.06905 -0.5459
B -2.19788 -1.03628 -0.09024 2.7694
O -3.01327 -1.50725 -1.19061 -0.5829
C -3.85640 -2.43697 -0.68469 0.9036
C -4.83120 -3.15025 -1.33991 -1.1315
C -5.57483 -4.07351 -0.58804 -0.5088
C -5.32976 -4.25061 0.76575 -0.5990
C -4.32467 -3.52054 1.42120 -0.9827
C -3.59439 -2.62932 0.67026 0.3686
H -5.02176 -2.99666 -2.39662 0.4680
H -6.34529 -4.66041 -1.07561 0.3740
H -5.92432 -4.96091 1.33023 0.3795
H -4.11632 -3.65090 2.47722 0.4882
C -1.14903 -3.65191 -2.43462 -1.1791
N 0.24472 -3.35194 -2.73685 0.3874
C 1.24556 -4.30462 -2.81498 -0.6184
C 2.39318 -3.65103 -3.04913 -0.5716
N 2.07921 -2.30271 -3.10267 0.5296
C 3.04619 -1.24526 -3.36492 -0.7994
C 0.76390 -2.11288 -2.88086 -0.0654
Se -0.12487 -0.47485 -2.86400 -0.3251
H -1.43654 -4.55792 -2.96811 0.3717
H -1.75705 -2.81563 -2.74882 0.3787
H -1.27424 -3.78949 -1.36662 0.2599
H 1.05048 -5.35644 -2.68154 0.4623
H 3.40255 -4.01145 -3.16712 0.4908
H 3.99190 -1.50790 -2.89635 0.3745
H 2.68006 -0.32182 -2.93619 0.1084
H 3.18365 -1.11177 -4.43995 0.2924
```

***

Stability check: which of them is most stable? one.

***

--- one ---
# C6H24N2O4

5 unconnected molecules or ions with the total composition C6H24N2O4 (ωB97M-V with the def2-TZVPD basis set, the Open Molecules 2025 dataset).

Its LUMO energy is 0.39 eV. As for the total charge: 0. The SMILES is CCC[C@H](N)CNC.O.O.O.O. Its frontier orbital gap is 0.334 Ha. The HOMO energy is -0.3194 hartree.

XYZ file:
```
36
Properties=species:S:1:pos:R:3:mulliken_charge:R:1
N -0.39196 -0.46554 -0.57694 -0.5138
C 0.79287 -0.60603 -1.43132 0.1701
C 1.00596 0.45123 -2.47670 -1.0997
C 1.48162 1.80401 -1.89256 -0.4243
C 0.30463 2.66238 -1.46282 -0.9598
C 2.10994 -0.90839 -0.58413 -0.8625
N 2.07608 -0.23441 0.70309 -0.3163
C 2.07400 -1.25182 1.81695 -0.9749
H -0.36424 -1.00714 0.26859 0.1281
H -0.55638 0.48207 -0.27328 0.4531
H 0.66988 -1.59632 -1.92035 0.1080
H 1.80561 0.21053 -3.19098 0.4058
H 0.21485 0.60095 -3.19873 0.5021
H 2.04817 2.33077 -2.66081 0.3876
H 2.24053 1.70458 -1.13089 0.3133
H -0.64174 2.45345 -2.05083 0.2690
H 0.54398 3.72443 -1.31959 0.3852
H -0.00197 2.36930 -0.37709 0.0755
H 2.35911 -1.97119 -0.45867 0.3307
H 2.98690 -0.63481 -1.19839 0.3619
H 1.33915 0.42582 0.86973 0.3507
H 1.67361 -2.23172 1.53980 0.2972
H 3.07014 -1.48315 2.14748 0.3194
H 1.54335 -0.84842 2.70974 0.3156
H -2.46710 1.83873 1.47143 0.2654
H -2.50230 0.42583 0.78530 0.3537
O -1.94645 1.04282 1.32671 -0.6958
H -1.64038 -3.09448 1.45515 0.2870
H -2.61689 -1.97395 1.55387 0.3268
O -2.28580 -2.62143 0.91510 -0.6291
H -2.11792 0.87388 3.57156 0.3094
H -1.56882 -0.33236 2.91274 0.3316
O -2.07664 -0.08208 3.68929 -0.6381
H -3.59306 -1.26735 -0.45587 0.3050
H -2.28974 -0.43224 -0.59509 0.4920
O -3.27901 -0.35797 -0.48151 -0.7299
```

***

--- two ---
# C6H24N2O4

5 unconnected molecules or ions with the total composition C6H24N2O4 (ωB97M-V with the def2-TZVPD basis set, the Open Molecules 2025 dataset).

Its LUMO energy is 0.69 eV. As for the total charge: 0. The SMILES is CCN(CC)CCN.O.O.O.O. Its frontier orbital gap is 0.352 Ha. The HOMO energy is -0.3264 hartree.

XYZ file:
```
36
Properties=species:S:1:pos:R:3:mulliken_charge:R:1
N 1.59311 1.73235 -2.02661 -0.6477
C 0.91153 1.77950 -0.72030 -0.5268
C 1.75834 0.95845 0.25367 -0.7824
N 0.99039 -0.18101 0.75874 0.3611
C -0.00308 0.33945 1.73803 -0.4569
C -0.90960 -0.74140 2.31262 -1.5927
C 1.87300 -1.20052 1.34651 -0.6228
C 1.58904 -2.60947 0.75735 -1.1352
H 2.49187 2.18673 -1.93941 0.1820
H 1.13514 2.21459 -2.77710 0.2124
H -0.06673 1.34885 -0.91117 0.3946
H 0.65350 2.80176 -0.45379 0.3245
H 2.06799 1.60876 1.07973 0.3125
H 2.55624 0.54353 -0.35275 0.5794
H -0.61195 1.04839 1.19420 0.3256
H 0.56500 0.96668 2.45101 0.3737
H -1.17290 -1.38902 1.50660 0.3813
H -0.48336 -1.22335 3.19769 0.3467
H -1.79692 -0.25644 2.73102 0.4433
H 1.69161 -1.32671 2.41052 0.2880
H 2.92755 -1.01424 1.16870 0.4307
H 2.10078 -3.35909 1.35758 0.4184
H 0.53014 -2.75796 0.83363 0.2016
H 1.87210 -2.67482 -0.29488 0.2876
H 0.91147 -0.20041 -2.69033 0.3976
H 0.03267 -0.79195 -1.61953 0.3430
O 0.23364 -0.90264 -2.56529 -0.8041
H -3.68840 -0.67099 -0.50049 0.3005
H -2.73568 -0.27340 0.51385 0.3441
O -3.55397 0.02312 0.14354 -0.6583
H -2.77651 -2.44961 -2.13135 0.3268
H -1.74345 -1.31094 -2.27369 0.3304
O -2.67103 -1.45857 -2.00829 -0.6666
H -2.58951 2.67490 -0.31060 0.3374
H -1.85063 3.32200 -1.57929 0.3128
O -1.83141 3.24348 -0.60014 -0.6626
```

***

Stability check: which of them is most stable? two.

***

--- one ---
# C2H9N2S2

A gas-phase ion, C2H9N2S2 (charge +1) (ωB97M-V with the def2-TZVPD basis set, the Open Molecules 2025 dataset).

Its LUMO energy is -3.56 eV. As for the total charge: +1. The SMILES is C[C@](N)([NH3+])SS. Its frontier orbital gap is 0.373 Ha. The HOMO energy is -0.5038 hartree.

XYZ file:
```
15
Properties=species:S:1:pos:R:3:mulliken_charge:R:1
C -1.28689 0.70501 0.95262 -1.6819
C -0.10756 0.08554 0.20547 0.3330
N -0.26901 0.35926 -1.40924 -0.5754
N -0.07480 -1.37592 0.20226 -0.0452
S 2.91074 -0.24021 -0.33567 -0.1606
S 1.49155 0.80423 0.77342 0.0717
H -1.25646 0.51576 2.06435 0.4650
H -1.21624 1.84766 0.95013 0.4201
H -2.21857 0.24881 0.71363 0.4720
H -0.88252 1.11511 -1.44175 0.2617
H 0.59356 0.63477 -1.65556 0.1800
H 0.92908 -1.69082 0.33723 0.3657
H -0.71526 -1.67908 0.91154 0.3362
H -0.34123 -1.53402 -0.74672 0.3504
H 2.44360 0.20388 -1.52169 0.2075
```

***

--- two ---
# C2H9N2S2

2 unconnected molecules or ions with the total composition C2H9N2S2 (ωB97M-V with the def2-TZVPD basis set, the Open Molecules 2025 dataset).

Its LUMO energy is -3.27 eV. As for the total charge: +1. Its frontier orbital gap is 0.360 Ha. The HOMO energy is -0.4804 hartree.

XYZ file:
```
15
Properties=species:S:1:pos:R:3:mulliken_charge:R:1
C -1.51478 1.31026 -0.08320 -0.5471
C -0.71443 1.77643 0.89304 0.1408
N -0.21875 3.03100 0.96770 -0.4000
N -1.94612 -0.11299 0.04756 -0.0830
H -1.80964 1.76558 -1.01032 0.2918
H -0.34517 1.13095 1.68185 0.2862
H 0.51031 3.20984 1.64279 0.2380
H -0.30651 3.63809 0.17283 0.2199
H -2.33270 -0.46957 -0.82778 0.4273
H -2.61460 -0.30489 0.79234 0.3812
H -1.09916 -0.67619 0.20285 -0.0158
S 0.95122 -1.36060 -1.49556 -0.1296
S 1.09681 -1.67811 0.58114 -0.2502
H 0.70249 -0.01995 -1.40948 0.1959
H 2.39106 -1.30808 0.65749 0.2446
```

***

Stability check: which of them is most stable? two.